# 1
Entry from the Open Molecules 2025 dataset: a structure of composition C27H57BrO15S7Si (ωB97M-V/def2-TZVPD).

Values from the calculation:
DFT total energy in Eh: -7842.3311

Each line ends with the Mulliken charge.
Atoms and positions in Å:
C: -3.49 -5.71 -6.68  -0.59
H: -8.55 -5.73 -3.29  0.30
H: 5.23 -0.05 7.87  0.35
C: -8.80 -7.77 -2.61  -0.70
Br: -4.42 -3.82 -0.53  0.20
S: -6.60 -6.87 -1.41  1.09
C: 5.24 0.99 8.20  -0.76
O: 3.40 1.00 3.66  -0.67
O: 2.68 3.39 7.43  -0.67
H: 5.67 5.14 0.33  0.19
H: 5.74 7.76 -1.24  0.30
H: -2.72 -5.07 -7.09  0.36
H: 3.28 3.05 10.07  0.40
H: 3.30 3.87 1.88  0.28
C: -1.36 0.82 0.96  -1.04
H: -3.67 -4.88 -4.66  0.30
H: 3.75 1.48 -2.18  0.36
C: -8.94 -6.25 -2.42  -0.60
H: -3.73 -7.26 -8.22  0.40
H: -0.65 0.17 1.50  0.22
O: -3.68 -9.32 -5.74  -0.69
H: -4.47 -5.30 -6.96  0.30
H: 2.09 0.83 -5.57  0.37
H: 6.25 1.21 8.54  0.31
O: 3.71 6.47 2.35  -0.48
S: -4.67 -0.91 -0.89  0.71
H: -9.97 -5.95 -2.28  0.35
O: -3.26 -1.20 -0.06  -0.35
S: 4.07 3.35 7.84  1.17
C: -2.26 0.87 -2.10  -0.59
S: 4.40 7.48 1.58  0.97
O: 4.93 4.50 7.72  -0.72
H: 0.91 1.44 4.65  0.49
H: 0.77 4.03 5.26  0.49
C: 6.10 6.97 1.39  -0.73
H: 4.58 0.74 10.27  0.35
H: 3.67 3.07 -5.45  0.41
H: 6.43 6.43 2.27  0.41
H: -0.85 -2.18 -1.64  0.27
O: -5.56 -2.35 -0.62  -0.27
C: 2.29 4.42 3.74  -0.65
H: 6.70 7.88 1.26  0.35
H: -7.84 -4.86 -1.12  0.29
H: 4.13 1.48 6.39  0.15
C: 1.60 3.52 4.77  0.01
C: 6.10 6.12 0.12  -0.48
H: -6.81 -8.05 -3.45  -0.14
C: 2.02 0.97 -3.39  -0.22
H: -2.25 0.97 1.61  0.40
H: 2.09 -0.09 -3.12  0.36
H: 5.72 2.27 6.50  0.44
C: -0.49 -1.40 -0.94  -0.74
C: 4.85 1.94 7.06  -0.37
C: 4.15 2.73 9.51  -0.73
H: 3.66 0.81 -4.78  0.33
C: -8.09 -5.91 -1.19  -0.62
H: 1.89 3.21 -5.34  0.37
H: -0.14 -1.83 0.01  0.30
O: 2.01 1.55 1.63  -0.53
H: -2.35 -7.51 -7.11  0.34
H: -2.53 1.90 -1.79  0.34
O: -5.73 -8.12 -6.59  -0.66
C: 2.75 1.85 -2.38  -0.62
H: 0.96 1.24 -3.42  -0.04
C: 4.25 1.22 9.35  -0.58
C: -3.37 -7.14 -7.20  -0.72
H: -9.20 -8.09 -3.57  0.37
O: -6.24 -7.48 -0.15  -0.74
C: -4.31 -6.96 -4.71  -0.15
C: -7.31 -8.11 -2.49  -0.16
H: 1.53 4.86 3.08  0.30
O: 1.74 4.22 -2.94  -0.69
O: -5.66 -6.08 -2.17  -0.52
H: -2.36 -6.04 -4.87  0.31
H: 2.20 1.99 -1.45  0.31
C: 3.94 7.29 -0.14  -0.62
S: -4.38 -8.10 -6.08  1.19
C: 2.78 2.78 -4.89  -0.78
H: 3.55 8.23 -0.51  0.37
S: 2.91 3.42 -3.22  1.24
O: 4.36 8.88 1.94  -0.72
H: 4.21 3.47 3.36  0.33
H: -9.36 -8.28 -1.83  0.28
C: 2.67 1.26 -4.75  -0.80
H: 2.83 5.23 4.21  0.43
H: -8.57 -6.26 -0.28  0.40
H: 5.06 3.14 9.97  0.34
H: 0.30 -0.82 -1.45  0.03
C: -3.39 -5.81 -5.15  -0.71
H: 4.98 6.25 -1.75  0.24
H: -1.28 0.97 -2.61  -0.12
Si: -1.93 -0.20 -0.56  0.52
S: 2.51 1.88 2.95  1.09
C: 3.22 3.53 2.92  -0.59
H: 3.28 0.81 9.09  0.29
H: -2.95 0.43 -2.84  0.38
H: 0.27 2.51 3.37  0.32
O: -5.46 0.11 -0.16  -0.54
H: -5.31 -6.61 -4.51  -0.05
O: 4.25 3.93 -3.00  -0.68
C: 5.21 6.87 -0.88  -0.52
H: 7.11 5.98 -0.26  0.37
H: -0.91 1.76 0.60  0.31
H: 2.31 3.23 5.54  -0.33
H: -3.91 -7.47 -3.83  0.41
H: -7.16 -9.10 -2.05  0.40
H: 3.17 6.52 -0.20  0.31
C: 1.13 2.28 4.01  -0.90



# 2
Entry from the Open Molecules 2025 dataset: the molecule C4H6N2O (ωB97M-V/def2-TZVPD).

Values from the calculation:
DFT total energy in Eh: -340.7434
SMILES string: [H]/N=C/OCCC#N

Each line ends with the Mulliken charge.
Atoms and positions in Å:
C: -0.78 0.84 0.71  -0.23
C: -2.00 0.07 0.98  0.18
H: 1.56 -2.46 -0.05  0.23
H: -0.51 1.51 -1.35  0.31
C: -0.26 0.65 -0.73  -0.57
H: -0.67 -0.26 -1.18  0.43
N: -2.96 -0.54 1.20  -0.40
N: 0.98 -1.64 -0.21  -0.58
H: -0.01 0.51 1.41  0.23
H: 2.78 -0.56 -0.49  0.40
H: -0.98 1.90 0.91  0.32
O: 1.17 0.59 -0.74  -0.38
C: 1.69 -0.62 -0.46  0.07



Q: What is the formula in the first record?
A: C27H57BrO15S7Si



Q: Which of these has the highest DFT total energy?
A: C4H6N2O